Record 1
The following is a quantum chemistry calculation of a structure of composition C28H34BFN11O4Sn, from the Open Molecules 2025 dataset.

The energy above the lowest of the compared OMol25 structures with the same formula, charge and spin is 0.0 kcal/mol. The HOMO energy comes out at -15.72 eV. The value obtained for the total energy is -63375.272 eV. As for the charge: +3.

Atoms and positions in Å:
Sn -2.0782 -0.2096 2.1380
C -5.3441 -2.6583 3.6101
C -3.9867 -2.4085 3.5071
N -3.7939 -1.1678 3.0367
N -5.0087 -0.6138 2.8211
C -5.9519 -1.4998 3.1565
B -5.1606 0.8006 2.2273
N -4.6456 0.8579 0.7781
C -5.2853 1.1424 -0.3589
C -4.3775 1.1061 -1.4009
C -3.1722 0.7711 -0.8052
N -3.3393 0.6006 0.5118
N -4.1953 1.7783 3.0019
C -4.4438 2.9680 3.5455
C -3.2559 3.5217 4.0121
C -2.2881 2.5843 3.7040
N -2.8575 1.5315 3.0939
H -5.8248 -3.5550 3.9583
H -3.1487 -3.0495 3.7294
H -6.9951 -1.2462 3.0636
H -6.2905 1.1573 2.3071
H -6.3358 1.3825 -0.3480
H -4.5663 1.3076 -2.4399
H -2.2032 0.6662 -1.2570
H -5.4529 3.3454 3.5809
H -3.1249 4.4708 4.5003
H -1.2261 2.6040 3.8921
F 3.7487 2.2331 -0.4560
C 3.0236 1.2337 -0.9856
C 1.8701 0.8845 -0.3612
C 1.0481 -0.1242 -0.8904
C -0.1669 -0.5215 -0.2354
O -0.5471 0.1193 0.8181
C -0.8661 -1.5996 -0.7995
C -0.4429 -2.1441 -1.9843
N 0.6473 -1.7341 -2.6379
C 0.9835 -2.3526 -3.9145
C -0.1131 -2.5679 -4.9099
C 0.9220 -1.5144 -5.1588
C 1.4466 -0.7424 -2.0890
C 2.6506 -0.3757 -2.7066
C 3.4699 0.6134 -2.1831
N 4.6672 0.9582 -2.8033
C 5.6908 1.7876 -2.1621
C 6.9873 1.7226 -2.9724
N 7.1371 0.3519 -3.5664
C 6.0594 0.0673 -4.5942
C 4.8204 0.8897 -4.2473
C -2.1049 -2.1410 -0.1559
O -2.9882 -2.6718 -0.7604
O -2.1109 -1.9532 1.1495
H 1.5750 1.4049 0.5389
H -1.0067 -2.9483 -2.4388
H 1.7581 -3.1040 -3.8285
H -1.1059 -2.2277 -4.6489
H -0.0884 -3.4772 -5.4917
H 0.6145 -0.4821 -5.0568
H 1.6674 -1.6991 -5.9199
H 2.9399 -0.8951 -3.6059
H 5.8735 1.4177 -1.1546
H 5.4064 2.8394 -2.0836
H 7.8466 1.9196 -2.3355
H 7.0096 2.4255 -3.8023
H 7.0829 -0.3400 -2.8172
H 8.0597 0.2484 -3.9921
H 5.8681 -1.0031 -4.5633
H 6.4555 0.3274 -5.5739
H 3.9539 0.4384 -4.7195
H 4.9025 1.8986 -4.6632
C 1.6249 -0.1246 4.9270
N 0.3203 -0.2111 5.5843
C -0.8129 -0.3893 4.9334
N -1.9714 -0.5191 5.5738
O -0.7570 -0.4499 3.6402
H 2.3889 -0.2579 5.6863
H 1.7571 0.8457 4.4512
H 1.7181 -0.9133 4.1858
H 0.2843 -0.1107 6.5869
H -2.0230 -0.5542 6.5792
H -2.8214 -0.6655 5.0495

=====

Record 2
The following is a quantum chemistry calculation of a structure of composition C28H34Br2IrN5O3S4, from the Open Molecules 2025 dataset.

The energy above the lowest of the compared OMol25 structures with the same formula, charge and spin is 4.1 kcal/mol. The HOMO energy (alpha / beta) comes out at -9.36 / -10.15 eV. The spin multiplicity is 6. The value obtained for the total energy is -229439.316 eV. As for the charge: +1. The expectation value of S² is 8.805.

Atoms and positions in Å:
Ir -0.7606 0.6073 0.0286
Br -1.4724 -2.1336 4.5248
C 0.0877 -2.0069 3.5279
C 1.2398 -2.6631 3.9300
C 2.4066 -2.5715 3.1929
Br 3.9120 -3.4866 3.8009
C 2.4783 -1.7904 1.9923
C 3.6279 -1.6293 1.2042
C 3.5560 -0.8483 0.0764
C 2.3483 -0.2411 -0.2667
N 1.2583 -0.3715 0.4731
C 1.3168 -1.1273 1.5781
C 0.0664 -1.2291 2.3267
O -0.9615 -0.6506 1.9117
H 1.2279 -3.2560 4.8336
H 4.5508 -2.1185 1.4816
H 4.4190 -0.7045 -0.5578
H 2.2431 0.3650 -1.1560
C -2.8514 4.6074 -1.0419
C -3.6403 3.7559 -2.0245
N -2.7814 2.9337 -2.8785
C -2.4039 3.4770 -4.1923
C -1.0518 4.1724 -4.1813
C -2.2743 1.7637 -2.4885
S -2.8005 1.0832 -0.9496
N -1.5274 1.1127 -3.3699
C -0.5550 0.2672 -3.0842
O 0.0904 0.1998 -1.9992
C -0.1277 -0.6592 -4.1703
C -0.8492 -0.7409 -5.3588
C -0.4683 -1.6375 -6.3432
C 0.6392 -2.4525 -6.1482
C 1.3598 -2.3766 -4.9636
C 0.9749 -1.4858 -3.9762
H -3.5344 5.0935 -0.3424
H -2.2798 5.3844 -1.5490
H -2.1649 3.9802 -0.4743
H -4.2298 4.3833 -2.6918
H -4.3376 3.1075 -1.4980
H -3.1971 4.1617 -4.4894
H -2.3905 2.6480 -4.8972
H -1.0209 4.9800 -3.4505
H -0.8441 4.6005 -5.1621
H -0.2610 3.4602 -3.9479
H -1.7087 -0.1006 -5.4989
H -1.0339 -1.7019 -7.2630
H 0.9384 -3.1508 -6.9190
H 2.2162 -3.0196 -4.8091
H 1.5120 -1.4425 -3.0383
C -1.2214 -5.8900 -1.6217
O 0.1905 -5.6091 -1.5137
C 0.5460 -4.3943 -1.2070
S 2.1493 -3.9293 -1.0796
S -0.4227 -3.0750 -0.8993
H -1.2847 -6.9645 -1.7521
H -1.6292 -5.3690 -2.4857
H -1.7331 -5.5790 -0.7128
C -0.4995 6.3321 3.7072
C -0.6892 6.1699 2.2066
N -0.0643 4.9637 1.6757
C -0.5465 3.7158 1.7468
S 0.4719 2.4681 1.1600
N -1.7580 3.5365 2.2643
C -2.3708 2.2724 2.6695
C -2.8307 2.3441 4.1143
H -0.9535 7.2614 4.0492
H 0.5606 6.3574 3.9561
H -0.9532 5.5101 4.2623
H -0.2493 7.0077 1.6677
H -1.7476 6.1812 1.9296
H 0.8354 5.0446 1.2311
H -2.2461 4.3649 2.5695
H -1.6219 1.4906 2.5526
H -3.1968 2.0432 1.9943
H -1.9834 2.4741 4.7877
H -3.3463 1.4230 4.3829
H -3.5304 3.1677 4.2746

=====

Record 3
The following is a quantum chemistry calculation of a cluster of 6 separate species, C28H34BrClN3O12PS in total, from the Open Molecules 2025 dataset.

The SMILES is C#Cc1c(P(=N)(O)O)c(Br)c2nsnc2c1Cl.O=C1CCCO1.O=C1CCCO1.O=C1CCCO1.O=C1CCCO1.O=C1CCCO1. The HOMO energy comes out at -8.34 eV. The value obtained for the total energy is -161303.339 eV. As for the charge: 0.

Atoms and positions in Å:
C 1.5892 1.0179 0.4912
C 2.1499 -0.2264 0.9108
C 2.8250 -1.7196 0.9588
C 1.9678 -3.1424 1.1557
P 0.0769 -2.9924 1.3132
N -0.4299 -2.0609 0.0475
O -0.3287 -2.2811 2.8715
O -0.8150 -4.4793 1.1925
C 2.8677 -4.5090 1.2254
Br 1.9977 -6.2828 1.5214
C 4.5276 -4.5144 1.0823
N 5.4496 -5.7366 1.1204
S 7.0475 -5.0522 0.8909
N 6.9181 -3.2886 0.7615
C 5.3898 -3.1363 0.8709
C 4.4899 -1.7677 0.8058
Cl 5.4284 -0.1491 0.5627
H 1.0713 1.9802 0.0106
H 0.3789 -1.8012 -0.5582
H 0.1493 -1.4115 3.0104
H -0.5640 -4.8646 0.2906
O 0.0743 3.5282 0.2893
C -1.1017 3.6067 -0.0256
O -1.5759 3.3981 -1.2888
C -2.9744 3.6794 -1.3164
C -3.4353 3.5455 0.1114
C -2.2235 3.9873 0.8924
H -3.1195 4.6922 -1.7068
H -3.4805 2.9691 -1.9767
H -4.3336 4.1288 0.3304
H -3.6522 2.4936 0.3342
H -2.2097 5.0702 1.0439
H -2.1477 3.4613 1.8469
O 9.3896 0.5879 -4.9600
C 8.9664 0.0522 -3.9491
O 7.8269 0.4284 -3.2977
C 7.6961 -0.3386 -2.1018
C 8.5229 -1.5767 -2.3309
C 9.6337 -1.0727 -3.2173
H 8.0658 0.2585 -1.2616
H 6.6425 -0.5776 -1.9303
H 8.8769 -2.0356 -1.4039
H 7.9304 -2.3234 -2.8734
H 10.4697 -0.6745 -2.6355
H 9.9763 -1.8452 -3.9096
O -6.0876 3.1499 -0.1147
C -6.9535 3.8639 -0.5928
O -6.7061 4.9569 -1.3729
C -7.9390 5.6138 -1.6631
C -9.0029 4.5642 -1.4748
C -8.4281 3.7044 -0.3776
H -8.0579 6.4548 -0.9720
H -7.9206 5.9967 -2.6876
H -9.9834 4.9834 -1.2339
H -9.1046 3.9704 -2.3913
H -8.6876 4.0836 0.6147
H -8.7316 2.6605 -0.4853
O 1.8747 -2.7585 -3.0024
C 1.4691 -3.9082 -2.9602
O 0.2504 -4.2769 -2.4671
C 0.1546 -5.7005 -2.4717
C 1.1585 -6.1634 -3.4949
C 2.2405 -5.1183 -3.3924
H 0.3850 -6.0693 -1.4668
H -0.8639 -6.0007 -2.7346
H 1.5153 -7.1815 -3.3180
H 0.7103 -6.1310 -4.4955
H 2.9754 -5.3676 -2.6220
H 2.7293 -4.9512 -4.3549
O -4.2805 0.9753 3.3755
C -3.8984 1.7781 4.2107
O -3.3204 2.9795 3.9158
C -2.9007 3.6070 5.1265
C -3.7371 2.9793 6.2106
C -3.9485 1.5782 5.6952
H -1.8309 3.4183 5.2651
H -3.0643 4.6864 5.0584
H -3.2640 3.0165 7.1954
H -4.7028 3.4947 6.2794
H -3.1372 0.9082 5.9932
H -4.9160 1.1778 6.0067

=====

Record 4
The following is a quantum chemistry calculation of a structure of composition C28H34CdN7O5PTe, from the Open Molecules 2025 dataset.

The energy above the lowest of the compared OMol25 structures with the same formula, charge and spin is 0.0 kcal/mol. The HOMO energy comes out at -7.39 eV. The value obtained for the total energy is -71400.176 eV. As for the charge: 0.

Atoms and positions in Å:
Cd 0.4025 -0.1686 0.0522
N -2.0825 0.4643 3.8669
C -0.8529 0.7073 4.4411
C 0.0613 0.4717 3.4615
N -0.5759 0.0902 2.3102
C -1.8604 0.0979 2.5803
C -2.8600 -0.2518 1.5866
N -2.5312 -0.5006 0.3473
C -3.6994 -0.8219 -0.2926
C -4.7447 -0.7709 0.5793
N -4.1962 -0.3981 1.7859
H -2.9713 0.5972 4.3143
H -0.7530 1.0201 5.4654
H 1.1328 0.5714 3.5003
H -3.7217 -1.0897 -1.3365
H -5.7971 -0.9607 0.4639
H -4.6950 -0.3165 2.6532
C 5.2110 -0.0804 0.6829
C 3.7255 -0.0600 0.8931
N 2.9551 -1.0538 0.6715
O 3.6025 -2.1730 0.1504
C 3.0841 1.1765 1.3792
C 3.8584 2.2108 2.1359
N 1.8295 1.3524 1.1019
O 1.2257 2.4246 1.5070
H 5.4960 -0.8914 0.0208
H 5.7274 -0.2197 1.6355
H 5.5480 0.8697 0.2670
H 2.8757 -2.8014 0.0578
H 4.7298 1.7818 2.6290
H 3.2042 2.6725 2.8746
H 4.2024 3.0186 1.4817
N -0.0893 -7.7363 -0.4570
C -0.0201 -6.5889 -0.4125
C 0.0662 -5.1568 -0.3568
C -0.5310 -4.4559 0.6900
C -0.4441 -3.0739 0.7263
C 0.2263 -2.3316 -0.2549
C 0.8162 -3.0718 -1.2843
C 0.7469 -4.4584 -1.3496
H -1.0567 -5.0001 1.4645
H -0.9203 -2.5553 1.5515
H 1.3645 -2.5731 -2.0759
H 1.2144 -5.0011 -2.1616
C 1.4012 3.8389 -1.1247
O 0.0640 3.8234 -0.6235
P -0.6932 2.4108 -0.4820
O -1.4750 2.4685 -1.9187
C -2.1062 1.2905 -2.4098
O -1.9167 2.8473 0.4743
C -1.6762 3.3645 1.7924
H 1.8826 4.7271 -0.7226
H 1.3903 3.8973 -2.2142
H 1.9588 2.9602 -0.7961
H -2.1094 1.3438 -3.4980
H -3.1325 1.2315 -2.0438
H -1.5663 0.3914 -2.0920
H -2.6252 3.3074 2.3241
H -1.3616 4.4051 1.7230
H -0.9037 2.7897 2.3025
C 1.0653 1.8182 -4.1546
Te 1.7626 0.1483 -3.0074
C 0.3756 -0.9723 -4.1951
C 0.0687 -0.1161 -5.3959
C -0.5559 -0.6534 -6.5182
C -0.8439 0.1434 -7.6143
C -0.5082 1.4908 -7.5953
C 0.1137 2.0308 -6.4815
C 0.4075 1.2347 -5.3778
H 1.9068 2.4583 -4.4139
H 0.3543 2.3885 -3.5602
H -0.5191 -1.1765 -3.6054
H 0.8211 -1.9238 -4.4769
H -0.8105 -1.7070 -6.5317
H -1.3223 -0.2871 -8.4846
H -0.7251 2.1177 -8.4506
H 0.3792 3.0818 -6.4655

=====

Record 5
The following is a quantum chemistry calculation of a structure of composition C28H34F8N7O4RuS2Se, from the Open Molecules 2025 dataset.

The energy above the lowest of the compared OMol25 structures with the same formula, charge and spin is 83.7 kcal/mol. The HOMO energy (alpha / beta) comes out at 0.47 / -1.94 eV. The spin multiplicity is 6. The value obtained for the total energy is -159543.525 eV. As for the charge: -2. The expectation value of S² is 8.776.

Atoms and positions in Å:
Ru -0.8688 0.3240 -0.6735
C 5.2863 2.3834 -0.7685
C 5.5066 1.5203 -2.0089
C 5.9256 0.1094 -1.5995
C 4.2355 1.4869 -2.8978
N 3.1440 0.8011 -2.2929
C 2.3950 1.2331 -1.2074
N 1.8900 0.0936 -0.6646
N 2.3533 -0.9528 -1.3316
N 3.1219 -0.5681 -2.2845
H 6.1514 2.3312 -0.1078
H 4.4125 2.0277 -0.2240
H 5.1158 3.4236 -1.0390
H 6.3045 1.9683 -2.6152
H 5.1801 -0.3322 -0.9436
H 6.8761 0.1309 -1.0659
H 6.0178 -0.5311 -2.4727
H 4.4598 0.9644 -3.8323
H 3.9154 2.5085 -3.1217
H 1.9181 2.1896 -1.1423
C -3.3024 -2.0447 5.3548
C -2.3694 -1.7693 4.1807
N -3.0571 -1.9765 2.9309
C -2.8370 -1.1790 1.8348
S -2.0588 0.3159 1.9389
N -3.3665 -1.5748 0.6461
C -3.5231 -2.9470 0.2134
C -4.9710 -3.4108 0.3872
H -2.7997 -1.7950 6.2841
H -3.5961 -3.0932 5.3867
H -4.1978 -1.4360 5.2694
H -1.4763 -2.4059 4.2552
H -2.0451 -0.7270 4.1876
H -3.2984 -2.9353 2.7185
H -3.1845 -0.9077 -0.1039
H -2.8356 -3.6093 0.7613
H -3.2483 -2.9797 -0.8438
H -5.2667 -3.3542 1.4341
H -5.0923 -4.4338 0.0366
H -5.6239 -2.7648 -0.1940
Se -3.9093 -0.3212 -3.9274
C -2.7011 -0.7282 -2.7736
N -2.0149 -1.1088 -1.8990
C 0.4847 -2.3286 0.8357
C 1.3508 -1.1788 1.3855
C 2.8436 -1.5845 1.3375
C 1.0989 0.0343 0.4828
C 1.0475 -0.9225 2.8612
C 0.7751 0.3239 3.4026
C 0.6281 0.5025 4.7769
C 0.7494 -0.5734 5.6406
C 1.0070 -1.8262 5.1228
C 1.1402 -2.0002 3.7491
H 0.5745 -2.3497 -0.2521
H -0.5598 -2.1467 1.0908
H 0.7802 -3.2982 1.2330
H 3.0938 -1.9472 0.3440
H 3.0610 -2.3656 2.0632
H 3.4728 -0.7254 1.5703
H 1.1950 0.9954 0.9939
H 0.6532 1.1935 2.7820
H 0.4121 1.4876 5.1650
H 0.6492 -0.4332 6.7089
H 1.0988 -2.6827 5.7804
H 1.3307 -2.9947 3.3712
F -5.1558 4.7383 -3.7383
C -4.0745 4.1896 -3.1230
C -4.2030 3.0429 -2.3503
F -5.4006 2.4371 -2.2233
C -3.1114 2.5557 -1.6750
F -3.2641 1.4319 -0.9149
C -1.8060 3.1291 -1.7059
O -0.8357 2.6824 -1.0360
C -1.7449 4.3066 -2.5077
F -0.5731 4.9890 -2.5927
C -2.8293 4.8017 -3.1977
F -2.7039 5.9347 -3.9347
F 1.5196 2.2408 -4.7790
C 0.8906 1.1207 -5.1803
F 0.4399 1.3711 -6.4243
F 1.8483 0.1864 -5.3191
S -0.4815 0.5051 -4.0163
O -1.4173 1.5935 -3.9980
O -0.8499 -0.6977 -4.7052
O 0.3005 0.3358 -2.8083

=====

Record 6
The following is a quantum chemistry calculation of a structure of composition C28H34FeNO2, from the Open Molecules 2025 dataset.

The HOMO energy (alpha / beta) comes out at -0.83 / -2.82 eV. The spin multiplicity is 5. The value obtained for the total energy is -69552.284 eV. As for the charge: -1. The expectation value of S² is 6.094.

Atoms and positions in Å:
C -2.8984 -1.9858 -1.3727
C -2.4474 -3.1570 -0.5012
C -0.9209 -3.2823 -0.5515
C -0.1665 -2.0127 -0.3950
N 1.1538 -2.1351 -0.5453
C 1.6849 -3.5360 -0.6473
C 3.2023 -3.6087 -0.7366
O 3.7264 -2.6252 -1.6342
C 3.5176 -1.3191 -1.0963
C 2.0588 -1.0011 -0.7509
C -1.0079 -0.7621 -0.0041
C -2.2667 -0.6662 -0.9122
H -2.5978 -2.1589 -2.4198
H -3.9968 -1.9109 -1.3795
H -2.7797 -2.9972 0.5321
H -2.8929 -4.0968 -0.8474
H -0.6256 -4.0152 0.2173
H -0.6851 -3.7193 -1.5396
H 1.3831 -4.1264 0.2318
H 1.2993 -4.0204 -1.5625
H 3.6183 -3.5218 0.2841
H 3.4932 -4.5588 -1.2034
H 4.1348 -1.1942 -0.1782
H 3.8732 -0.6253 -1.8746
H 1.6692 -0.3379 -1.5423
H 2.1261 -0.4491 0.1863
H -1.4195 -1.0819 0.9663
H -2.0499 -0.0732 -1.8125
H -3.0356 -0.1100 -0.3612
C 2.7614 -0.9230 5.5377
O 3.0293 0.1952 4.6731
C 2.0659 0.5689 3.7864
C 2.5033 1.2925 2.6575
C 1.7190 1.2494 1.5208
C 0.4712 0.5992 1.5091
C -0.3157 0.4793 0.1846
C -1.0511 1.8220 0.0135
C -0.2896 3.0694 -0.1169
C -1.2071 4.1808 -0.0993
C -2.5462 3.6523 0.0564
C -2.4476 2.2107 0.1806
Fe -1.6535 2.8924 -1.5394
C -0.8779 2.0597 -3.1392
C -0.6341 3.4920 -3.1247
C -1.9127 4.1684 -3.0373
C -2.9568 3.1612 -2.9964
C -2.3217 1.8603 -3.0985
C -0.0520 0.1151 2.7131
C 0.7278 0.1183 3.8654
H 3.7262 -1.1645 5.9810
H 2.0455 -0.6340 6.3146
H 2.3801 -1.7857 4.9763
H 3.4865 1.7574 2.6693
H 2.1126 1.7024 0.6048
H 0.4222 0.5779 -0.6163
H 0.7995 3.1124 -0.1202
H -0.9198 5.2288 -0.1577
H -3.4627 4.2323 0.1490
H -3.2656 1.5590 0.4795
H -0.1320 1.2845 -3.3025
H 0.3365 3.9647 -3.2621
H -2.0749 5.2430 -3.0911
H -4.0286 3.3380 -3.0090
H -2.8392 0.9260 -3.2866
H -1.0804 -0.2521 2.7680
H 0.3318 -0.2653 4.8070

=====

Among the records above, which one has the highest charge?
C28H34BFN11O4Sn